Here is one molecule with the formula C4H6N2O in a non-equilibrium geometry from OMol25. Energies are from ωB97M-V/def2-TZVPD.

The geometry in XYZ format:
```
13
Properties=species:S:1:pos:R:3:lowdin_charge:R:1
H -2.511 -1.632 0.401 0.001
N -1.976 -0.854 0.397 0.141
C -0.775 -1.089 -0.010 -0.126
C 0.186 -0.010 -0.162 -0.338
C -0.439 1.384 -0.422 0.030
O 1.212 -0.435 -1.062 0.102
C 1.645 -0.216 0.171 -0.391
N 2.677 -0.230 0.834 0.162
H 2.354 0.170 1.791 0.114
H -0.574 -2.044 -0.395 0.114
H 0.088 2.247 -0.081 0.083
H -1.407 1.337 -0.021 0.049
H -0.479 1.373 -1.441 0.059
```

Output
LUMO (eV): 0.78
HOMO-LUMO gap (eV): 10.797
SMILES: [H]/N=C/[C@]1(C)O/C1=N/[H]
HOMO (Eh): -0.3682